No. 1
Below is C57H62AsBF6N6PdSb2 as an isolated structure, with properties calculated with wB97M-V/def2-TZVPD.

Geometry as ORCA input:
```
! RIJCOSX wB97M-V def2-TZVPD def2/J DEFGRID3
* xyz 3 6
Pd 0.63165 -0.48633 0.89321
C 4.82053 2.00519 3.71052
C 4.01281 0.80362 3.33774
C 4.10635 -0.45332 3.84634
C 3.13785 -1.23102 3.16242
N 2.47858 -0.43250 2.26756
N 3.00850 0.77826 2.40661
B 2.45889 2.01898 1.63585
N 1.01139 2.28508 2.16628
N -0.04298 1.52140 1.90836
C -1.05464 2.01854 2.67819
C -0.57580 3.11846 3.43549
C 0.73533 3.26325 3.08790
C 1.66818 4.34501 3.53304
C -2.40919 1.58269 2.71530
C -2.84403 0.30619 2.22048
C -4.14012 -0.08456 2.38263
C -5.05363 0.76498 3.03474
C -4.66224 2.05205 3.48669
C -3.37849 2.45890 3.32151
N 2.51938 1.76622 0.14579
N 1.95492 0.66599 -0.44110
C 2.46288 0.58859 -1.67898
C 3.30437 1.69034 -1.90326
C 3.35350 2.38844 -0.72205
C 4.22076 3.56059 -0.38510
C 2.44177 -0.57829 -2.57607
C 2.79371 -1.82604 -2.06506
C 3.11575 -2.86716 -2.91989
C 3.05278 -2.68252 -4.29134
C 2.66418 -1.45306 -4.80865
C 2.38515 -0.39879 -3.95450
C 2.95231 -2.62120 3.37662
C 2.26680 -3.48350 2.46458
C 2.07439 -4.78387 2.79889
C 2.55108 -5.28659 4.03601
C 3.26137 -4.46643 4.92587
C 3.47338 -3.16519 4.60149
H 5.60361 1.70360 4.40011
H 4.21216 2.75614 4.21165
H 5.28637 2.47153 2.84056
H 4.82351 -0.79462 4.57838
H 3.12594 2.96734 1.89306
H -1.11045 3.71756 4.15863
H 1.17432 4.94420 4.29443
H 1.92980 4.99963 2.69814
H 2.59188 3.95768 3.95364
H -2.13394 -0.35108 1.74009
H -4.45255 -1.06308 2.04344
H -6.07571 0.43207 3.19279
H -5.38168 2.70463 3.96547
H -3.09832 3.45609 3.63489
H 3.86865 1.89974 -2.80314
H 4.74105 3.88957 -1.28243
H 4.97812 3.28698 0.35399
H 3.65383 4.40346 0.01861
H 2.90016 -1.94810 -0.99544
H 3.45519 -3.81666 -2.51818
H 3.32250 -3.49509 -4.95582
H 2.61282 -1.30221 -5.88143
H 2.13858 0.57614 -4.36391
H 1.91460 -3.08874 1.53218
H 1.53388 -5.46054 2.15178
H 2.35787 -6.32136 4.29341
H 3.61841 -4.86196 5.86807
H 3.98677 -2.51982 5.30058
F -0.32303 -1.79956 2.42632
Sb -0.97496 -2.26433 4.30384
F -0.63990 -4.04171 3.80210
F -2.64459 -2.39800 3.47649
F -1.62171 -2.63827 5.99207
F -1.14247 -0.39512 4.47439
F 0.82443 -2.08195 4.80670
C -4.65442 -4.12410 0.25590
C -3.53698 -4.25213 1.06974
C -2.34899 -3.62603 0.71484
C -2.28432 -2.86325 -0.44441
C -3.40422 -2.72223 -1.25442
C -4.58825 -3.36051 -0.89979
As -0.52692 -2.16936 -0.95177
C 0.13575 -3.90645 -1.51787
C 0.61971 -4.92225 -0.71849
C 1.00370 -6.12569 -1.29156
C 0.87897 -6.30161 -2.66033
C 0.34360 -5.29087 -3.44869
C -0.02618 -4.08076 -2.88184
C -0.60569 -2.92714 -3.60181
C -0.90295 -2.89734 -4.95675
C -1.51610 -1.78288 -5.51266
C -1.80024 -0.67556 -4.72529
C -1.43444 -0.66716 -3.38711
C -0.87183 -1.80106 -2.82130
H -5.57826 -4.62874 0.51718
H -3.57913 -4.83477 1.98275
H -1.47628 -3.73601 1.34512
H -3.36190 -2.14373 -2.16852
H -5.45804 -3.26857 -1.54062
H 0.70460 -4.78032 0.34892
H 1.39616 -6.92141 -0.66980
H 1.19367 -7.23269 -3.11638
H 0.21531 -5.45350 -4.51432
H -0.66700 -3.74791 -5.58945
H -1.77744 -1.77785 -6.56574
H -2.33204 0.16372 -5.15978
H -1.59440 0.21825 -2.78261
C -2.01657 4.32184 -3.95803
C -0.74179 3.63538 -3.49762
C -0.23224 2.56583 -4.44263
Sb -1.01427 2.81978 -1.42538
C -3.08378 2.32145 -0.82846
C -3.30721 0.81804 -0.99207
C -4.11267 3.15517 -1.58059
C -0.53544 4.58589 -0.22819
C -1.61783 5.64429 -0.44456
C 0.86497 5.07882 -0.58407
H -1.76480 4.95038 -4.81983
H -2.45763 4.98205 -3.20920
H -2.77046 3.60471 -4.28526
H 0.04772 4.35163 -3.26935
H -1.03848 1.92604 -4.78565
H 0.54178 1.94160 -3.99786
H 0.20188 3.05413 -5.32247
H -3.04825 2.60391 0.22432
H -3.42839 0.55133 -2.04179
H -4.22529 0.52086 -0.47619
H -2.49537 0.22557 -0.57798
H -4.18999 2.85463 -2.62784
H -3.91425 4.22640 -1.54143
H -5.09191 2.98526 -1.12034
H -0.55999 4.23598 0.80232
H -1.66510 5.97717 -1.48272
H -1.37666 6.52524 0.16211
H -2.60624 5.29732 -0.13487
H 0.89796 5.50413 -1.59106
H 1.60743 4.28367 -0.51733
H 1.15481 5.88488 0.10126
*
```

The HOMO-LUMO gap (alpha / beta) is 7.06 / 3.76 eV. The HOMO energy (alpha / beta) comes out at -14.621 / -14.618 eV. The strongest force on any atom comes out at 0.90 eV/A.

Atomic partial charges in e from the Löwdin method, atoms 1 to 99: 0.93 0.02 -0.21 0.08 -0.19 0.09 0.06 -0.51 0.06 0.09 -0.21 0.08 -0.22 0.02 -0.10 -0.03 -0.03 0.06 0.00 0.02 0.01 0.01 -0.24 0.06 -0.26 0.00 -0.20 -0.06 -0.06 -0.05 -0.05 -0.03 -0.11 -0.01 -0.03 0.06 0.00 0.03 0.10 0.08 0.09 0.14 0.12 0.14 0.10 0.10 0.07 0.08 0.13 0.14 0.13 0.12 0.14 0.10 0.09 0.08 0.10 0.12 0.12 0.12 0.10 0.08 0.11 0.14 0.14 0.13 -0.48 1.42 -0.32 -0.31 -0.30 -0.32 -0.30 -0.06 -0.06 -0.14 -0.37 -0.10 -0.06 1.34 -0.32 -0.09 -0.05 -0.04 0.00 -0.20 -0.18 0.01 -0.04 -0.07 -0.13 -0.33 0.12 0.12 0.07 0.10 0.11 0.07 0.12

---

No. 2
Below is a 11-piece molecular cluster, C57H65FO9 overall in a non-equilibrium geometry, with properties calculated with wB97M-V/def2-TZVPD.

Geometry as ORCA input:
```
! RIJCOSX wB97M-V def2-TZVPD def2/J DEFGRID3
* xyz 0 1
C 8.78317 2.43921 15.26891
O 7.95988 1.31034 14.87413
C 6.89564 0.91648 15.48834
O 6.39444 1.48556 16.46893
O 6.60038 -0.29840 14.99268
C 5.42153 -0.99019 15.47525
H 9.68808 2.54485 14.67051
H 9.16442 2.35237 16.28636
H 8.12517 3.30243 15.16896
H 5.65310 -2.05379 15.41852
H 4.61254 -0.78363 14.77455
H 5.21350 -0.76750 16.52179
C -2.87420 -2.24846 16.61037
O -2.44392 -1.78829 17.87510
C -2.86953 -2.25010 19.02707
O -3.88375 -2.96921 19.23697
O -2.18413 -1.74276 19.97990
C -2.55216 -1.93084 21.35448
H -3.95785 -2.22892 16.49451
H -2.51261 -3.24613 16.36133
H -2.43270 -1.66342 15.80358
H -2.66213 -2.98404 21.61289
H -3.47589 -1.40265 21.59078
H -1.81542 -1.54056 22.05662
C -5.49408 -6.83532 14.19112
O -4.68785 -7.26559 15.22507
C -3.87902 -6.36578 15.85891
O -3.70263 -5.18400 15.51736
O -3.43059 -6.97178 16.96487
C -2.48892 -6.33667 17.88060
H -6.19662 -7.64610 13.99830
H -5.02181 -6.61209 13.23445
H -6.12799 -5.98731 14.45022
H -1.43984 -6.46565 17.61431
H -2.66903 -6.74468 18.87517
H -2.82910 -5.30114 17.87461
F 2.29774 -2.23677 15.49532
C 1.59478 -3.25935 14.96629
C 2.00664 -3.78258 13.70898
C 1.27788 -4.84526 13.16583
C 0.15280 -5.35075 13.77709
C -0.25324 -4.88084 14.99634
C 0.49357 -3.84417 15.64208
H 2.88056 -3.42436 13.18520
H 1.53688 -5.34110 12.24200
H -0.38888 -6.16668 13.32186
H -1.10411 -5.36483 15.45260
H 0.16299 -3.44588 16.58996
C 1.97828 -10.26142 15.87223
C 1.05487 -9.42349 16.48754
C 1.04106 -8.05319 16.28128
C 2.04594 -7.51834 15.45649
C 2.94052 -8.34526 14.73552
C 2.84338 -9.72010 14.92620
H 1.97887 -11.32734 16.04604
H 0.30491 -9.95784 17.05183
H 0.41032 -7.38500 16.84881
H 2.02761 -6.44912 15.30537
H 3.73746 -8.01812 14.08417
H 3.58003 -10.31963 14.41209
C -2.48010 -4.73996 10.99493
C -1.44584 -3.89190 10.63797
C -1.48032 -3.31267 9.41864
C -2.57264 -3.40969 8.59039
C -3.65934 -4.11026 9.03444
C -3.58599 -4.85050 10.20224
H -2.43947 -5.33899 11.89265
H -0.59798 -3.62005 11.24922
H -0.66553 -2.67815 9.10258
H -2.65506 -2.92970 7.62643
H -4.47799 -4.19335 8.33493
H -4.38642 -5.48311 10.55653
C 2.55674 -5.34589 9.65809
C 1.56024 -6.26960 9.97555
C 1.89566 -7.35455 10.73753
C 3.27535 -7.72001 10.90516
C 4.27460 -6.86110 10.56514
C 3.88832 -5.64404 9.95168
H 2.16953 -4.50086 9.10819
H 0.54631 -6.03427 9.68752
H 1.13844 -8.06009 11.04613
H 3.48519 -8.66366 11.38671
H 5.31129 -7.08476 10.76924
H 4.67924 -4.95298 9.70010
C 3.10642 -1.21697 10.90021
C 2.54478 -1.77050 9.71469
C 3.39361 -2.04233 8.67197
C 4.78809 -1.85725 8.82320
C 5.27203 -1.33983 10.02881
C 4.43554 -1.03409 11.07866
H 2.48475 -0.99099 11.75394
H 1.47018 -1.85357 9.64593
H 3.05939 -2.27282 7.67119
H 5.45812 -2.02383 7.99271
H 6.33878 -1.19059 10.10736
H 4.79860 -0.72747 12.04849
C -0.39818 0.46295 12.76018
C -1.48496 0.63430 11.91363
C -2.42115 -0.38399 11.76116
C -2.28457 -1.52090 12.48693
C -1.25624 -1.65077 13.45428
C -0.27146 -0.67079 13.54082
H 0.52233 1.02581 12.71265
H -1.60076 1.47350 11.24376
H -3.21109 -0.30646 11.02878
H -3.08729 -2.24214 12.44372
H -1.18661 -2.59656 13.97103
H 0.56376 -0.89562 14.18756
C 1.65463 -4.64212 18.45297
C 1.86776 -3.33876 18.81367
C 1.29253 -2.81326 19.93479
C 0.49175 -3.66886 20.72555
C 0.19190 -4.91970 20.28840
C 0.81782 -5.42850 19.18554
H 2.13962 -5.03412 17.57121
H 2.54126 -2.72431 18.23466
H 1.51112 -1.80226 20.24542
H 0.09634 -3.16101 21.59280
H -0.42622 -5.64236 20.80034
H 0.67426 -6.44927 18.86332
C 8.02540 -5.64532 13.94529
C 8.46213 -4.37818 13.62978
C 7.57102 -3.35213 13.22813
C 6.22350 -3.64814 13.07986
C 5.69476 -4.88894 13.44874
C 6.63058 -5.86710 13.82091
H 8.72898 -6.40762 14.24575
H 9.53432 -4.26441 13.69190
H 7.97761 -2.36170 13.08617
H 5.57931 -2.80530 12.87730
H 4.63004 -5.06694 13.48179
H 6.22122 -6.82799 14.09572
*
```

The HOMO-LUMO gap is 9.59 eV. The structure (SMILES) is COC(=O)OC.COC(=O)OC.COC(=O)OC.Fc1ccccc1.c1ccccc1.c1ccccc1.c1ccccc1.c1ccccc1.c1ccccc1.c1ccccc1.c1ccccc1. The HOMO energy comes out at -8.994 eV. The strongest force on any atom comes out at 5.63 eV/A.

Atomic partial charges in e from the Löwdin method, atoms 1 to 99: 0.00 0.00 -0.61 0.09 -0.02 -0.02 0.09 0.10 0.10 0.08 0.08 0.10 -0.03 0.02 -0.62 0.06 0.02 -0.03 0.11 0.06 0.08 0.09 0.10 0.09 -0.09 0.00 -0.52 0.08 0.00 0.01 0.10 0.09 0.10 0.06 0.10 0.08 0.05 -0.26 0.01 -0.08 -0.12 -0.08 -0.01 0.10 0.08 0.11 0.08 0.10 -0.09 -0.10 -0.08 -0.07 -0.07 -0.10 0.10 0.10 0.06 0.07 0.08 0.10 -0.10 -0.12 -0.11 -0.09 -0.10 -0.09 0.10 0.10 0.09 0.11 0.10 0.10 -0.09 -0.12 -0.09 -0.09 -0.09 -0.07 0.08 0.10 0.10 0.09 0.10 0.09 -0.09 -0.08 -0.11 -0.07 -0.09 -0.12 0.09 0.09 0.10 0.10 0.10 0.10 -0.09 -0.08 -0.10

---

No. 3
Below is a 12-piece molecular cluster, C57H66O3 overall in a non-equilibrium geometry, with properties calculated with wB97M-V/def2-TZVPD.

Geometry as ORCA input:
```
! RIJCOSX wB97M-V def2-TZVPD def2/J DEFGRID3
* xyz 0 1
C 13.63649 8.79796 12.47052
C 12.40652 8.17656 12.65891
C 11.34962 8.64834 11.90289
C 11.49045 9.45395 10.81618
C 12.68534 10.08209 10.56124
C 13.71601 9.71883 11.39234
H 14.52190 8.66702 13.04936
H 12.18998 7.56178 13.52820
H 10.34677 8.25133 12.15572
H 10.71048 9.77043 10.09556
H 12.83311 10.79500 9.75418
H 14.71537 10.10107 11.26607
C 9.19726 15.23411 17.04772
C 10.02521 14.78256 15.99780
C 10.68145 15.63718 15.12136
C 10.65003 16.96999 15.40124
C 9.99896 17.44456 16.53022
C 9.26359 16.62049 17.38430
H 8.65159 14.60311 17.69011
H 10.01556 13.76126 15.72698
H 11.21787 15.24174 14.25184
H 11.27829 17.63771 14.80766
H 10.03832 18.56301 16.60720
H 8.60769 16.96343 18.16316
C 17.50295 16.04718 14.36596
C 16.51544 16.97522 14.57055
C 15.54977 17.17637 13.56201
C 15.71091 16.66004 12.29410
C 16.68880 15.66273 12.09739
C 17.63811 15.43593 13.11922
H 18.17335 15.80933 15.18414
H 16.36726 17.45953 15.53046
H 14.69458 17.85178 13.75468
H 15.00367 16.86560 11.47008
H 16.92257 15.16558 11.15359
H 18.49576 14.81306 12.94496
C 13.14085 13.07465 22.10470
C 13.67578 13.73888 21.03589
C 12.86854 14.48688 20.14338
C 11.55832 14.56169 20.36696
C 11.04204 13.97870 21.50575
C 11.76805 13.29206 22.45151
H 13.80908 12.51536 22.78797
H 14.72676 13.69096 20.81499
H 13.33870 15.02748 19.31053
H 10.82686 15.15218 19.73926
H 9.97199 14.09838 21.72550
H 11.31861 12.84228 23.31536
C 9.81124 8.94736 16.39352
C 9.73104 7.96695 15.36779
C 8.66348 8.01332 14.46048
C 7.69862 8.97261 14.61924
C 7.77264 9.91929 15.68654
C 8.81752 9.88550 16.58302
H 10.71886 8.88956 16.97504
H 10.35278 7.08624 15.28608
H 8.51924 7.26072 13.73691
H 6.85684 9.12005 14.00954
H 6.94504 10.61930 15.79887
H 8.97860 10.66692 17.36404
C 17.81144 9.51674 12.05519
C 16.98057 9.75768 13.14008
C 16.47418 11.02278 13.38278
C 16.61923 11.98812 12.37881
C 17.33089 11.71949 11.22307
C 17.97033 10.47955 11.07831
H 18.22518 8.51855 11.94966
H 16.64894 8.95678 13.80812
H 15.92067 11.31062 14.24542
H 16.07547 12.93054 12.48969
H 17.38323 12.52312 10.48392
H 18.44441 10.30265 10.17877
C 9.73387 15.50998 11.95746
C 9.50410 14.16367 12.08430
C 10.50823 13.20235 11.77960
C 11.83361 13.66036 11.50030
C 12.06984 15.05660 11.40490
C 11.09362 15.95143 11.72853
H 8.96441 16.22779 12.08936
H 8.50328 13.83458 12.29795
H 10.24538 12.13293 11.81745
H 12.67345 13.01982 11.39921
H 13.06213 15.39083 11.32507
H 11.37371 16.96056 11.82741
C 12.11308 11.64301 14.98839
C 11.93247 11.71718 16.39178
C 12.76333 12.52050 17.11398
C 13.93060 12.99151 16.54435
C 14.21230 12.84865 15.14990
C 13.26919 12.17357 14.39413
H 11.29133 11.13850 14.43428
H 11.07337 11.18904 16.80685
H 12.54232 12.81426 18.15915
H 14.71921 13.43256 17.11179
H 15.24877 13.13656 14.89797
H 13.45026 11.93532 13.32334
C 17.02405 12.58177 19.04260
C 16.82051 13.87583 18.54564
C 17.27133 14.17922 17.22382
C 17.84657 13.16844 16.47299
C 18.02403 11.86047 16.95684
C 17.69320 11.60060 18.25290
H 16.69822 12.43239 20.03511
H 16.35744 14.64649 19.19754
H 17.11470 15.15888 16.82273
H 18.22437 13.34049 15.48492
H 18.48720 11.12972 16.23013
H 17.81237 10.58625 18.70407
C 18.58500 7.62787 16.81092
O 17.46769 8.25833 17.38188
H 18.77743 8.00790 15.79335
H 19.47961 7.79987 17.35664
H 18.47584 6.55273 16.80758
H 16.75836 8.47496 16.78718
C 10.92330 9.67030 20.01346
O 11.05200 11.01067 19.45044
H 10.26997 9.55502 20.90944
H 10.37037 9.11031 19.27208
H 11.88969 9.28580 20.13461
H 10.90608 11.62306 20.21527
C 14.19310 8.94244 16.16297
O 15.28843 9.84296 16.27109
H 14.47852 8.05286 16.63352
H 13.23738 9.34398 16.58171
H 14.01670 8.70962 15.14533
H 14.96313 10.74254 16.42271
*
```

The HOMO-LUMO gap is 9.42 eV. The structure (SMILES) is c1ccccc1.c1ccccc1.c1ccccc1.c1ccccc1.c1ccccc1.c1ccccc1.c1ccccc1.c1ccccc1.c1ccccc1.CO.CO.CO. The HOMO energy comes out at -8.773 eV. The strongest force on any atom comes out at 3.26 eV/A.

Atomic partial charges in e from the Löwdin method, atoms 1 to 99: -0.06 -0.08 -0.11 -0.12 -0.10 -0.09 0.06 0.09 0.10 0.12 0.11 0.08 -0.07 -0.08 -0.09 -0.12 -0.11 -0.09 0.08 0.07 0.10 0.10 0.11 0.09 -0.12 -0.09 -0.10 -0.10 -0.09 -0.09 0.09 0.10 0.11 0.10 0.10 0.10 -0.08 -0.08 -0.11 -0.12 -0.13 -0.08 0.11 0.08 0.12 0.12 0.11 0.10 -0.11 -0.07 -0.11 -0.08 -0.08 -0.11 0.08 0.10 0.09 0.08 0.10 0.11 -0.08 -0.11 -0.09 -0.10 -0.09 -0.08 0.11 0.10 0.05 0.09 0.10 0.08 -0.08 -0.11 -0.06 -0.06 -0.10 -0.10 0.09 0.10 0.09 0.07 0.07 0.08 -0.06 -0.11 -0.09 -0.08 -0.08 -0.10 0.11 0.06 0.09 0.07 0.10 0.09 -0.08 -0.10 -0.10